Entry from OMol25: a 2-piece molecular cluster, C46H41F6N4O overall in a non-equilibrium geometry (ωB97M-V/def2-TZVPD).

For the HOMO-LUMO gap, the calculation gives 0.1001 hartree. The calculation puts the energy at -72672.55639 eV. The lowest unoccupied orbital energy comes out at -4.81 eV. As for the spin multiplicity: 1. As for the energy relative to the best compared isomer or geometry (same formula, charge and spin): 16.4 kcal per mole. The max |F| comes out at 4.6 eV Å⁻¹. The charge is +1.

Structure (XYZ):
```
98
Properties=species:S:1:pos:R:3:mulliken_charge:R:1
C -2.141 2.260 3.132 0.003
O -0.929 1.598 3.544 -0.499
C -0.802 0.281 3.686 -0.199
C -1.984 -0.578 3.827 0.257
C -2.231 -1.568 2.863 -0.272
C -3.348 -2.383 3.007 -0.780
C -4.220 -2.211 4.085 -0.538
C -3.933 -1.261 5.071 -0.808
C -2.823 -0.435 4.949 0.070
C 0.486 -0.198 4.044 -0.036
N 0.889 -1.493 4.291 0.142
C 0.062 -2.634 4.599 -0.902
C 2.279 -1.546 4.397 0.784
C 2.737 -0.249 4.308 0.719
C 4.089 0.059 4.295 -0.860
C 4.983 -1.021 4.305 -0.660
C 4.517 -2.349 4.406 -0.604
C 3.146 -2.634 4.488 -0.844
N 1.626 0.567 4.125 0.029
C 1.647 1.999 4.253 -0.802
H -2.043 3.291 3.480 0.488
H -2.183 2.228 2.044 -0.695
H -3.046 1.787 3.533 0.315
H -1.513 -1.668 2.045 0.820
H -3.534 -3.153 2.261 0.435
H -5.098 -2.849 4.168 0.407
H -4.588 -1.153 5.937 0.430
H -2.577 0.325 5.698 0.476
H 0.715 -3.390 5.042 0.397
H -0.720 -2.349 5.311 0.321
H -0.407 -3.063 3.706 0.241
H 4.419 1.093 4.240 0.292
H 6.056 -0.839 4.214 0.368
H 5.242 -3.166 4.405 0.367
H 2.759 -3.648 4.586 0.304
H 2.695 2.278 4.383 0.382
H 1.231 2.482 3.365 0.178
H 1.066 2.285 5.141 0.241
F -0.766 -5.197 -3.098 -0.275
C -0.121 -3.997 -3.143 0.953
F -0.259 -3.400 -1.913 -0.253
F 1.224 -4.251 -3.294 -0.244
C -0.601 -3.079 -4.232 -0.979
N 0.099 -1.799 -4.108 0.712
C 1.123 -1.564 -5.068 -0.914
C 0.788 -1.139 -6.369 -0.059
C 1.776 -1.028 -7.340 -0.732
C 3.099 -1.366 -7.038 -0.331
C 3.435 -1.807 -5.758 -0.838
C 2.448 -1.931 -4.782 0.178
C -0.391 -0.835 -3.251 1.002
C 0.477 0.144 -2.707 -0.315
C 0.018 1.033 -1.749 -1.009
C -1.357 1.070 -1.365 0.244
C -1.877 1.973 -0.379 -1.153
C -3.041 2.761 -0.613 1.296
C -3.613 3.630 0.375 -0.869
C -4.824 4.262 0.178 -0.795
C -5.537 4.115 -1.043 1.043
N -6.806 4.619 -1.208 0.652
C -7.637 4.828 -0.019 -0.991
C -8.340 3.546 0.324 0.976
F -8.980 3.558 1.527 -0.274
F -9.272 3.240 -0.640 -0.236
F -7.460 2.492 0.343 -0.253
C -7.351 5.112 -2.432 -0.876
C -8.127 4.279 -3.257 0.236
C -8.717 4.783 -4.418 -0.832
C -8.571 6.130 -4.749 -0.343
C -7.863 6.981 -3.900 -0.768
C -7.289 6.489 -2.731 -0.065
C -4.884 3.460 -2.113 -0.781
C -3.677 2.819 -1.904 -1.028
C -2.236 0.176 -2.043 -1.062
C -1.771 -0.762 -2.945 -0.580
H -0.324 -3.530 -5.190 0.416
H -1.680 -2.966 -4.114 0.343
H -0.260 -0.913 -6.581 0.390
H 1.505 -0.676 -8.335 0.379
H 3.865 -1.277 -7.804 0.398
H 4.467 -2.058 -5.509 0.384
H 2.674 -2.328 -3.794 0.466
H 1.520 0.158 -3.041 0.517
H 0.713 1.727 -1.269 0.505
H -1.287 2.112 0.521 0.926
H -3.107 3.782 1.328 0.527
H -5.233 4.906 0.959 0.377
H -7.045 5.105 0.854 0.349
H -8.404 5.568 -0.259 0.424
H -8.276 3.240 -2.960 0.451
H -9.293 4.118 -5.060 0.388
H -9.016 6.523 -5.659 0.403
H -7.761 8.040 -4.136 0.384
H -6.778 7.148 -2.024 0.410
H -5.359 3.433 -3.094 0.529
H -3.203 2.287 -2.729 0.657
H -3.304 0.196 -1.817 0.651
H -2.476 -1.415 -3.465 0.322
```